This record from the OMol25 dataset describes an isolated molecule of C5H6O2 in a non-equilibrium geometry. The level of theory is the ωB97M-V functional and the def2-TZVPD basis.

multiplicity: 1
HOMO-LUMO gap: 9.980 eV
structure (SMILES): O=CC1(C=O)CC1
charge: 0
energy relative to the best compared isomer or geometry (same formula, charge and spin): 2.9102 eV

CARTESIAN COORDINATES (ANGSTROEM)
O  -1.26  1.75  -0.08
O  2.07  -1.31  -0.30
C  0.18  0.12  -0.18
C  -0.29  1.54  -0.77
C  -0.34  -0.43  1.22
C  -0.87  -0.99  -0.03
C  1.55  -0.23  -0.50
H  2.07  0.63  -0.97
H  -1.00  0.17  1.85
H  -0.05  2.50  -1.40
H  -0.53  -1.98  -0.35
H  -1.89  -0.74  -0.29
H  0.37  -1.04  1.79

Löwdin population analysis, charges in e, atoms 1 to 2: atom 1 (O): -0.01, atom 2 (O): 0.06